{
  "formula": "CH3F2O3P",
  "method": "wB97M-V/def2-TZVPD",
  "symbols": ["C", "O", "O", "O", "F", "F", "P", "H", "H", "H"],
  "coordinates": [[1.18, -0.01, 0.17], [1.58, 1.01, -0.65], [-2.35, -0.95, 0.84], [-1.94, -0.03, -0.19], [1.01, 0.37, 1.45], [2.07, -1.03, 0.07], [-0.71, -0.73, -1.06], [2.37, 1.36, -0.14], [-2.45, -0.44, 1.58], [-0.77, 0.44, -2.08]],
  "lowdin_spin": [0.224, 0.036, 0.667, 0.703, 0.045, 0.042, 0.204, 0.010, 0.037, 0.032],
  "total_energy_ev": -21943.087,
  "spin_multiplicity": 3,
  "e_homo_ev": [-5.4, -9.6],
  "s2": 2.034,
  "lumo_energy_ev": [0.02, -2.87],
  "charge": 0
}